DFT (wB97M-V/def2-TZVPD) results for a structure of composition C31H43Cl2N2OsP.

The geometry in XYZ format:
```
80
Properties=species:S:1:pos:R:3:forces:R:3:mulliken_charge:R:1
P -0.19947 0.97444 -1.48556 0.111 -0.497 3.531 -1.979
C -1.88350 0.26789 -1.68337 1.417 0.743 1.848 1.067
C -2.30877 1.08056 -2.88865 -0.456 -0.438 0.089 -0.706
C -3.72975 0.68113 -3.18668 -0.306 -0.187 -0.130 -0.948
C -3.90000 -0.85090 -3.31764 -0.128 0.299 -0.342 -0.677
C -3.31347 -1.66182 -2.16435 0.392 0.058 0.392 -0.780
C -1.87080 -1.24228 -1.83333 -0.380 -0.058 -0.310 -0.193
C 1.35220 0.15500 -1.96372 -1.243 0.264 1.873 0.941
C 1.21354 0.51630 -3.41855 1.153 -0.456 -0.537 -1.214
C 2.53802 0.13042 -4.04225 0.050 -0.052 -0.225 -0.922
C 2.89533 -1.34366 -3.76969 0.015 -0.038 -0.255 -0.691
C 2.82524 -1.76749 -2.29421 -0.093 0.197 0.159 -0.715
C 1.50358 -1.34536 -1.64863 -0.012 0.299 -0.066 0.108
C -0.08005 2.75731 -0.98501 -0.015 -0.943 0.242 0.125
C -1.19421 3.27834 -0.03684 -0.106 0.001 -0.186 -0.455
C -1.16537 4.81569 -0.04701 0.003 -0.135 -0.346 -0.856
C 0.20688 5.38652 0.31448 0.135 -0.065 0.225 -0.695
C 1.36617 4.71807 -0.43552 -0.153 0.046 -0.304 -1.002
C 1.29740 3.18967 -0.41916 -0.063 -0.116 -0.232 -0.418
H -2.43397 0.51877 -0.72819 0.422 -0.004 -0.946 0.488
H -1.59504 0.83680 -3.68960 -0.476 0.155 -0.204 0.310
H -2.22474 2.15578 -2.66591 -0.132 -0.250 -0.187 0.322
H -4.02997 1.20998 -4.09236 -0.455 -0.201 0.012 0.400
H -4.34088 1.02172 -2.33906 -0.045 0.085 -0.261 0.374
H -4.97154 -1.05846 -3.37275 0.076 -0.072 -0.187 0.383
H -3.44942 -1.17541 -4.26296 -0.038 -0.013 0.039 0.331
H -3.91436 -1.49189 -1.25754 0.070 -0.157 -0.188 0.407
H -3.31380 -2.73662 -2.38556 -0.248 0.235 0.021 0.406
H -1.51134 -1.73945 -0.91396 -0.116 0.323 -0.351 -0.455
H -1.19148 -1.50784 -2.65116 -0.196 -0.148 -0.041 0.418
H 2.15846 0.68897 -1.41173 -0.448 -0.104 -0.567 0.672
H 3.29735 0.77025 -3.56953 -0.026 -0.025 -0.339 0.368
H 1.00278 1.59324 -3.52484 0.174 -0.277 -0.287 0.382
H 0.36294 -0.05241 -3.82837 0.305 0.137 -0.165 0.377
H 2.46196 0.35688 -5.10587 0.533 -0.172 -0.131 0.398
H 3.91299 -1.51432 -4.13414 -0.157 -0.115 -0.081 0.399
H 2.21989 -1.98019 -4.35354 0.076 0.007 -0.012 0.324
H 2.94791 -2.85253 -2.18511 0.131 0.255 -0.106 0.424
H 3.63646 -1.27217 -1.74058 -0.060 -0.202 -0.061 0.401
H 1.49039 -1.53323 -0.55992 0.075 0.231 -0.451 -0.635
H 0.66308 -1.90221 -2.06897 0.188 -0.041 -0.071 0.394
H -0.22637 3.03090 -2.04681 0.096 1.452 0.492 0.734
H -2.18981 2.92696 -0.34023 0.192 0.056 0.003 0.412
H -1.05891 2.91140 0.99794 0.216 -0.073 -0.596 0.173
H -1.43832 5.14790 -1.05901 -0.018 0.045 0.132 0.334
H -1.92850 5.19872 0.64017 0.116 -0.051 -0.134 0.387
H 0.36850 5.27098 1.39278 -0.014 -0.025 -0.064 0.324
H 0.22042 6.46274 0.10754 0.001 -0.132 0.097 0.388
H 2.32603 5.03974 -0.01791 -0.139 0.013 -0.083 0.404
H 1.33695 5.03468 -1.48686 0.089 0.091 0.093 0.379
H 2.11827 2.77796 -1.01888 -0.090 0.138 0.048 0.386
H 1.45663 2.81596 0.60735 -0.381 -0.058 -0.446 0.066
Os -0.11039 -0.22090 2.54539 -0.087 0.271 -4.743 1.164
Cl 1.99047 0.48317 1.80966 0.599 0.252 -0.523 -0.701
Cl -2.22398 0.59245 2.03711 -0.732 0.473 -0.594 -0.605
C -0.51611 -1.90902 1.91728 -1.117 -2.281 -2.347 -0.946
H -1.57760 -2.07002 1.53156 0.813 0.256 0.720 0.255
C 0.27507 -3.15890 1.63655 0.614 0.885 0.960 1.091
C 1.69075 -3.11331 1.70147 -1.109 0.814 0.325 -0.114
C 2.42394 -4.26645 1.62675 1.167 -1.180 -0.189 -0.672
C 1.80831 -5.51581 1.48504 -1.185 0.435 -0.140 -0.554
C 0.38476 -5.56479 1.40553 1.832 -1.231 -0.181 -0.489
C -0.34221 -4.42030 1.45993 -1.438 1.746 0.211 -0.507
H 2.15903 -2.13755 1.89304 -0.095 -0.553 -0.204 0.198
H 3.52706 -4.22146 1.68627 -0.696 -0.008 -0.003 0.362
H -0.10706 -6.53512 1.29893 0.127 0.320 0.042 0.370
H -1.45433 -4.43470 1.44323 0.858 -0.123 -0.037 0.329
H 2.38630 -6.43316 1.42281 -0.046 0.180 0.065 0.395
N 3.38930 0.18047 7.48429 -1.016 -0.091 -0.576 -0.547
C 2.36057 0.12073 6.95063 -0.050 0.308 0.439 -0.038
C 1.06185 0.04040 6.29487 1.904 0.106 -1.812 0.013
C -0.17447 -0.03889 6.94926 -1.084 -0.003 2.471 -0.203
C -1.39739 -0.25473 6.32845 -0.253 -0.506 -2.189 -0.890
C -1.38000 -0.48993 4.94123 1.001 0.351 3.432 -0.415
N -0.14204 -0.37635 4.36043 0.800 0.442 1.202 -0.153
C 1.04454 -0.03033 4.91581 0.428 -0.611 1.473 -0.094
H -0.13483 0.04173 8.02830 -0.179 0.050 0.016 0.432
H -2.38333 -0.31862 6.79076 0.592 0.148 0.444 0.362
H -2.14557 -0.72860 4.26354 -1.056 -0.310 -0.165 0.606
H 1.87180 0.08656 4.16316 -0.635 -0.160 1.499 0.488
```
Positions in Å, forces in eV/Å.

* charge: 0
* strongest force on any atom: 4.75 eV/Å
* multiplicity: 5
* highest occupied orbital energy (spin up / spin down): -4.828 / -7.403 eV
* HOMO-LUMO gap (spin up / spin down): 0.177 / 0.215 hartree
* LUMO (spin up / spin down): 0.0 / -1.6 eV